{"formula": "C8H34B3N2O2Ti", "method": "ωB97M-V with the def2-TZVPD basis set", "symbols": ["H", "H", "H", "H", "H", "H", "B", "H", "H", "H", "B", "H", "C", "H", "H", "H", "H", "C", "H", "H", "H", "C", "N", "H", "H", "C", "H", "O", "H", "H", "B", "Ti", "N", "H", "H", "C", "H", "C", "H", "C", "H", "H", "C", "H", "H", "H", "H", "H", "H", "O"], "coordinates": [[2.24147, -3.60425, 1.12048], [3.73744, -0.18881, -2.51599], [0.62799, 2.57249, 0.97938], [-1.46467, 4.80294, -2.77926], [-2.01209, -2.58206, 2.73114], [-2.81130, 0.12040, 0.10221], [-0.27563, 0.47472, 3.55357], [-2.53538, 0.43616, 1.79138], [1.83032, -0.62250, 0.41547], [-2.59876, 2.84128, -0.82569], [-1.54935, -3.53827, 2.54201], [1.25655, 1.84665, -0.37659], [2.45434, -2.56019, 1.35010], [-1.12629, -3.61043, 1.55203], [-0.35367, 0.89575, 2.56316], [0.06057, 0.86780, 0.50732], [-2.28282, -4.32571, 2.62080], [-0.75689, 1.81805, -2.16691], [-4.17170, 0.51556, 0.97216], [-2.38218, 1.76240, 0.25138], [0.44947, -0.32252, 3.60704], [-0.93332, 4.00412, -3.29661], [0.52909, -2.09815, -0.10460], [0.44995, -1.73104, -1.04219], [2.37624, 0.39207, -3.56674], [2.83999, -0.46101, -3.07150], [-0.33691, 3.51419, -0.87490], [2.00738, -0.96040, -2.07424], [1.90078, -2.24301, 2.23389], [3.51885, -2.38431, 1.50494], [-3.23021, 0.00168, 1.08947], [-0.90153, -0.83257, 1.62434], [-1.94999, 2.61027, -0.08689], [-3.30523, -1.05836, 1.27632], [2.85755, -1.31464, -3.74906], [0.32901, 1.87705, 0.19512], [0.55023, -3.10403, -0.19324], [-0.67773, 2.48246, -0.78851], [2.73615, -2.77560, -1.42288], [1.89869, -1.68793, 0.19576], [-1.17300, 0.81357, -2.08952], [3.72835, -1.43064, -0.83168], [2.71412, -1.73968, -1.08453], [0.21599, 1.81577, -2.65843], [0.15100, 3.90313, -3.25018], [0.05949, 1.25552, 4.21862], [-0.80012, -3.57405, 3.31765], [-1.15766, 4.18038, -4.34861], [-1.26011, 0.19346, 3.89407], [-1.47449, 2.75230, -3.01103]], "forces_ev_per_a": [[0.15, -0.05, 0.19], [0.70, 0.24, -1.11], [-0.87, -0.41, 0.51], [0.66, 0.17, 0.66], [-2.15, 4.31, 0.40], [2.09, 0.07, -4.06], [-0.07, -0.13, 0.38], [2.37, 2.05, 3.01], [0.31, 0.07, 0.59], [-0.51, 0.60, -0.12], [0.55, 0.02, -0.15], [0.33, -0.75, -0.11], [-0.52, 1.27, -0.77], [1.88, -0.14, -3.97], [-0.18, 1.65, -3.92], [0.18, 0.21, 0.12], [-2.96, -2.85, 0.51], [1.06, 2.53, 0.24], [-3.47, 1.91, 0.21], [0.71, -0.46, 0.25], [2.78, -3.57, -0.05], [0.09, -0.99, -0.92], [-0.28, 0.84, 0.48], [-0.87, 0.02, -0.45], [0.01, 0.14, 0.06], [-0.16, -0.73, 0.08], [0.17, 0.07, -0.63], [-0.64, -0.11, 2.68], [0.13, -0.40, 0.27], [-0.01, -0.11, 0.00], [0.02, -0.74, -0.03], [-1.11, -1.03, 0.61], [-0.76, 0.84, -0.97], [-0.63, -4.04, 0.78], [1.25, 0.32, -0.85], [0.95, 0.63, -1.77], [-0.57, -0.30, 0.17], [0.15, -0.51, 2.06], [0.30, -0.30, -0.21], [0.62, -0.14, -0.01], [-0.50, 0.28, -0.55], [0.13, 0.44, -0.59], [-0.83, -0.29, 0.08], [0.53, -0.68, 0.41], [0.22, 0.89, 0.50], [1.40, 3.03, 2.18], [3.21, -0.61, 2.92], [0.01, 0.07, -0.28], [-3.71, -1.52, 1.13], [-2.12, -1.81, 0.01]], "charge": -2, "gap_ev": [2.32, 8.89], "lumo_energy_ev": [4.84, 4.94], "total_energy_ev": -41056.6843, "e_homo_ev": [2.5, -4.0], "multiplicity": 4}

---

{"formula": "H9O5", "method": "ωB97M-V with the def2-TZVPD basis set", "symbols": ["O", "O", "H", "O", "O", "H", "H", "H", "H", "O", "H", "H", "H", "H"], "coordinates": [[-0.48839, 0.70154, -0.84999], [-2.87778, -2.74877, 0.33318], [1.01012, 0.50232, -1.23895], [-0.63855, -0.94576, 1.15368], [1.99183, 0.39893, -1.50609], [-2.19830, -2.47546, 0.96086], [-0.63023, 1.54597, -1.29105], [1.94485, 0.41187, -2.46632], [1.01428, 2.37432, 1.19395], [1.78905, 1.88107, 1.48772], [2.17544, 1.64660, 0.62924], [-2.76566, -2.11877, -0.38943], [0.27979, -1.03126, 1.42718], [-0.60644, -0.14261, 0.55603]], "forces_ev_per_a": [[0.31, 0.25, -0.22], [-0.29, -0.15, -0.14], [-0.44, -0.10, 0.23], [0.13, 0.11, 0.35], [0.31, 0.13, -0.10], [0.27, 0.33, -0.09], [-0.20, -0.04, 0.25], [0.10, -0.03, 0.06], [-0.21, -0.25, 0.15], [0.21, 0.34, -0.39], [-0.02, -0.32, 0.10], [0.15, -0.02, 0.19], [-0.06, -0.04, 0.02], [-0.25, -0.21, -0.40]], "charge": -1, "de_lowest_kj_mol": 44.76, "gap_ev": 8.90, "lumo_energy_ev": 4.21, "total_energy_ev": -10385.1108, "e_homo_ev": -4.7, "multiplicity": 1}

---

{"formula": "C35H47N5STc", "method": "ωB97M-V with the def2-TZVPD basis set", "symbols": ["H", "H", "C", "H", "C", "C", "C", "C", "H", "H", "Tc", "C", "H", "C", "C", "C", "N", "C", "S", "C", "H", "H", "H", "N", "C", "C", "C", "C", "H", "H", "H", "H", "H", "C", "C", "C", "N", "C", "H", "H", "C", "C", "H", "C", "H", "C", "H", "H", "H", "H", "C", "C", "H", "C", "H", "N", "H", "H", "H", "H", "C", "C", "H", "C", "H", "H", "C", "H", "H", "H", "H", "H", "C", "H", "H", "C", "H", "H", "H", "H", "H", "C", "H", "C", "H", "H", "H", "C", "N"], "coordinates": [[-4.08872, -0.01542, 2.85352], [0.40012, 1.48444, 2.23788], [3.86623, 2.99588, -2.39896], [5.06714, 2.22955, -3.99276], [4.09946, 0.56777, -3.15101], [-2.96292, -3.29194, -3.25514], [-1.36698, 2.25004, -1.77532], [-2.26843, 1.74107, 3.78192], [-4.67594, 1.58736, 2.44089], [2.95776, -1.19013, 0.34318], [-0.58736, -0.35710, -0.15217], [-2.43992, 2.69315, 1.47217], [3.81414, 0.39030, 2.28919], [-0.08488, 0.53990, 2.04513], [-0.49298, -1.74324, 1.98347], [-0.49835, 4.45624, -1.51367], [-1.50453, 0.88873, -1.53932], [-3.10007, -1.91329, -3.28819], [-3.07381, 1.37520, -3.50345], [2.75459, -1.75290, 1.25306], [-1.34719, 2.31164, 3.90731], [-3.11922, 3.44060, 1.88284], [-1.31687, 5.95746, -2.81261], [2.81565, 0.10719, -2.63198], [-0.58848, -3.21176, 2.37881], [2.29639, -1.41417, 3.71661], [-1.92125, -3.82228, 1.90027], [-1.48731, 0.38926, 1.90937], [0.32660, -5.14504, 2.19058], [-2.67974, -1.46929, 1.76765], [-1.40873, -2.55968, 4.30551], [2.16329, -2.62161, 0.98094], [4.86034, 0.39815, -2.38960], [-1.55428, -1.72446, -1.40991], [2.22699, 0.36776, -1.47157], [-0.50697, 3.13107, -1.12506], [2.00544, -0.68896, -3.34778], [2.06019, -0.86125, 2.29783], [3.09339, 3.31111, -5.02492], [3.31709, -1.18643, 4.02397], [-2.39799, -1.13675, -2.37386], [4.07368, 2.04559, -3.57813], [-2.83139, 4.39813, -3.98923], [2.73298, 0.52115, 2.25348], [-3.09479, 2.33465, 4.17253], [-1.33642, 4.91312, -2.53431], [0.67066, -4.09800, 0.82123], [-1.43298, 3.11389, 1.49637], [-0.74883, -3.59086, -0.71280], [2.44956, 1.13338, 3.11089], [-0.63580, -3.23022, 3.92541], [-1.70245, -1.01743, 1.77306], [3.71294, -2.10109, 1.63999], [0.55434, -4.11820, 1.90677], [3.20087, 1.62332, -5.52565], [1.05161, -0.24260, -1.47697], [-2.11801, -3.64280, 0.84440], [1.61968, -0.94857, 4.43488], [-2.72385, 2.51265, 0.43394], [-3.73389, -1.44305, -4.03089], [-2.11270, -3.88285, -2.33016], [-2.18068, 2.71112, -2.81530], [1.50422, -3.86695, 2.37234], [-1.41828, -3.10236, -1.41045], [2.02009, 2.11610, -4.30036], [-1.98731, -4.95734, -2.32148], [0.55883, -0.73465, 2.04853], [2.48728, 1.07232, 1.34236], [2.63081, 0.99918, -0.70073], [0.13178, 2.77583, -0.32257], [-2.19547, 0.83094, 4.38118], [0.31486, -2.95686, 4.37475], [-2.18538, 4.04531, -3.19638], [4.53560, 2.76106, -1.56752], [2.82995, 2.97662, -2.04849], [-3.94526, 0.82530, 2.17237], [4.31574, -0.06511, -4.00895], [-2.76572, -3.44998, 2.48137], [-3.50553, -3.90452, -3.96189], [-0.88079, -4.24402, 4.24331], [2.17488, -2.49318, 3.76314], [3.03522, 2.28202, -4.67246], [-1.88669, -4.89919, 2.05714], [-2.53648, 1.40954, 2.29964], [-4.16190, 0.49559, 1.15316], [4.07535, 4.01760, -2.71252], [0.16252, 5.15618, -1.02016], [-2.33050, 0.30507, -2.39961], [0.95574, -0.89401, -2.67007]], "forces_ev_per_a": [[-0.03, -0.01, -0.03], [0.08, -0.01, -0.15], [0.09, -0.09, -0.10], [0.03, -0.05, 0.01], [0.42, 0.40, -0.31], [-0.01, -0.06, -0.01], [0.03, 0.40, -0.21], [0.00, -0.12, -0.05], [-0.01, 0.00, -0.02], [0.03, -0.01, -0.04], [-0.23, -0.65, 1.53], [-0.02, -0.09, 0.09], [0.00, -0.01, 0.00], [-0.24, 0.12, -0.39], [-0.14, 0.52, -0.64], [0.05, -0.05, 0.04], [-0.27, 0.09, 0.08], [0.01, 0.17, 0.05], [0.13, -0.01, 0.14], [-0.05, 0.05, 0.03], [0.00, 0.00, -0.01], [0.01, 0.01, -0.01], [-0.01, 0.00, -0.01], [-0.19, -0.07, 0.49], [0.10, -0.33, -0.09], [-0.05, -0.01, -0.04], [0.02, 0.05, 0.01], [0.22, -0.23, 0.04], [-0.02, 0.00, 0.01], [0.01, -0.01, -0.19], [-0.01, -0.02, 0.00], [0.10, 0.08, -0.02], [-0.07, -0.07, 0.05], [-0.04, 0.17, 0.41], [-0.21, 0.12, -0.33], [0.09, -0.10, 0.01], [0.00, 0.06, -0.17], [0.17, -0.04, -0.12], [-0.03, 0.00, -0.01], [0.02, -0.02, -0.03], [0.04, -0.24, 0.08], [-0.24, -0.12, 0.07], [0.02, -0.01, -0.01], [-0.11, -0.08, 0.06], [0.02, 0.03, 0.00], [-0.07, -0.07, -0.04], [0.04, -0.03, 0.02], [-0.02, 0.01, 0.00], [-0.05, 0.03, -0.07], [0.01, 0.04, -0.03], [0.03, 0.02, -0.08], [-0.12, 0.07, 0.19], [0.01, 0.02, 0.00], [-0.09, 0.02, 0.06], [-0.04, 0.01, -0.01], [0.63, -0.14, -0.15], [-0.04, -0.02, 0.11], [0.03, -0.02, 0.04], [0.00, 0.03, 0.05], [-0.01, -0.04, -0.01], [-0.02, 0.09, -0.04], [0.03, -0.32, 0.12], [-0.02, -0.02, -0.05], [0.19, -0.13, 0.05], [-0.01, 0.01, 0.00], [0.00, 0.00, -0.01], [-0.05, -0.02, -0.29], [0.01, 0.03, 0.04], [0.04, -0.07, 0.02], [-0.01, 0.05, -0.01], [-0.02, 0.02, 0.02], [-0.06, 0.00, 0.01], [-0.04, 0.16, -0.06], [-0.02, 0.04, 0.02], [-0.02, 0.01, 0.02], [0.09, -0.03, 0.00], [-0.03, -0.08, 0.05], [-0.01, 0.02, -0.03], [0.00, 0.00, 0.00], [-0.01, 0.00, 0.03], [-0.01, 0.02, 0.02], [0.14, 0.00, 0.01], [0.00, -0.01, 0.01], [-0.18, 0.22, -0.21], [0.00, 0.00, -0.01], [-0.03, 0.02, 0.04], [0.00, -0.02, 0.01], [0.03, 0.29, -0.05], [0.03, 0.00, -0.02]], "charge": 2, "de_lowest_kj_mol": 49.70, "gap_ev": [8.03, 6.44], "lumo_energy_ev": [-6.02, -7.64], "total_energy_ev": -57527.9361, "e_homo_ev": [-14.0, -14.1], "multiplicity": 4}